#i
Density functional theory data (wB97M-V/def2-TZVPD) for the molecule C7H14.

Calculated values
**Total charge**: 0
**Frontier orbital gap**: 8.59 eV
**Spin multiplicity**: 1

```
21
C7H14 | the Open Molecules 2025 dataset | wB97M-V/def2-TZVPD
C 2.187 -0.560 -0.124
C 0.901 -1.119 -0.762
C -0.165 0.605 1.116
C 0.445 1.906 0.743
C -0.361 -0.255 -1.020
C -1.247 0.257 0.183
C -2.260 -0.778 0.677
H 2.987 -1.297 -0.264
H 2.535 0.373 -0.583
H 2.077 -0.390 0.952
H 1.182 -1.482 -1.757
H 0.605 -2.001 -0.184
H 1.537 1.896 0.820
H 0.100 2.549 1.566
H 0.135 2.369 -0.211
H -0.107 0.611 -1.642
H -1.030 -0.883 -1.621
H -1.789 1.146 -0.193
H -2.680 -0.477 1.642
H -1.796 -1.760 0.816
H -3.094 -0.888 -0.029
```

What are the Löwdin partial charges on each atom? They are as follows, in elementary charge units: number 1, C, carries -0.13; number 2, C, carries -0.25; number 3, C, carries 0.01; number 4, C, carries -0.16; number 5, C, carries -0.16; number 6, C, carries -0.45; number 7, C, carries -0.08; number 8, H, carries 0.07; number 9, H, carries 0.07; number 10, H, carries 0.06; number 11, H, carries 0.10; number 12, H, carries 0.11; number 13, H, carries 0.07; number 14, H, carries 0.10; number 15, H, carries 0.08; number 16, H, carries 0.11; number 17, H, carries 0.11; number 18, H, carries 0.14; number 19, H, carries 0.07; number 20, H, carries 0.07; number 21, H, carries 0.08

#ii
Density functional theory data (wB97M-V/def2-TZVPD) for the molecule C7H14.

Calculated values
**Total charge**: 0
**Frontier orbital gap**: 10.46 eV
**Spin multiplicity**: 1
**SMILES**: C=CCCCCC

```
21
C7H14 | the Open Molecules 2025 dataset | wB97M-V/def2-TZVPD
C 1.489 2.310 -1.312
C 1.874 0.827 -0.967
C 0.725 0.109 -0.033
C -0.604 -0.110 -0.799
C -1.353 -1.323 -0.020
C -1.560 -1.025 1.456
C -1.579 -1.908 2.518
H 2.140 2.666 -2.079
H 1.644 2.979 -0.446
H 0.429 2.389 -1.670
H 2.145 0.218 -1.802
H 2.765 0.843 -0.287
H 1.096 -0.843 0.430
H 0.602 0.808 0.852
H -0.373 -0.490 -1.856
H -1.072 0.883 -0.789
H -0.953 -2.322 -0.134
H -2.343 -1.309 -0.466
H -1.602 0.076 1.648
H -1.447 -2.982 2.307
H -2.023 -1.796 3.451
```

What are the Löwdin partial charges on each atom? They are as follows, in elementary charge units: number 1, C, carries -0.12; number 2, C, carries -0.23; number 3, C, carries -0.23; number 4, C, carries -0.20; number 5, C, carries -0.21; number 6, C, carries -0.19; number 7, C, carries 0.01; number 8, H, carries 0.04; number 9, H, carries 0.07; number 10, H, carries 0.07; number 11, H, carries 0.07; number 12, H, carries 0.10; number 13, H, carries 0.11; number 14, H, carries 0.11; number 15, H, carries 0.13; number 16, H, carries 0.10; number 17, H, carries 0.10; number 18, H, carries 0.10; number 19, H, carries 0.10; number 20, H, carries 0.05; number 21, H, carries 0.01

#iii
Density functional theory data (wB97M-V/def2-TZVPD) for the molecule C7H14.

Calculated values
**Total charge**: 0
**Frontier orbital gap**: 11.22 eV
**Spin multiplicity**: 1
**SMILES**: CC(C)CC1CC1

```
21
C7H14 | the Open Molecules 2025 dataset | wB97M-V/def2-TZVPD
C -1.305 1.304 0.335
C -1.299 -0.242 0.495
C -2.412 -0.899 -0.356
C 0.122 -0.944 0.208
C 1.283 0.048 0.223
C 2.784 -0.084 0.243
C 2.094 0.530 -0.948
H -0.288 1.686 0.263
H -1.824 1.641 -0.569
H -1.738 1.833 1.192
H -1.538 -0.450 1.548
H -3.407 -0.857 0.108
H -2.505 -0.415 -1.338
H -2.188 -1.956 -0.532
H 0.300 -1.724 0.967
H 0.054 -1.475 -0.751
H 1.016 0.885 0.853
H 3.295 0.595 0.925
H 3.299 -1.031 0.110
H 2.118 -0.047 -1.871
H 2.139 1.605 -1.102
```

What are the Löwdin partial charges on each atom? They are as follows, in elementary charge units: number 1, C, carries -0.07; number 2, C, carries -0.37; number 3, C, carries -0.10; number 4, C, carries -0.11; number 5, C, carries -0.33; number 6, C, carries -0.12; number 7, C, carries -0.13; number 8, H, carries 0.04; number 9, H, carries 0.07; number 10, H, carries 0.08; number 11, H, carries 0.12; number 12, H, carries 0.07; number 13, H, carries 0.07; number 14, H, carries 0.07; number 15, H, carries 0.11; number 16, H, carries 0.10; number 17, H, carries 0.10; number 18, H, carries 0.10; number 19, H, carries 0.10; number 20, H, carries 0.10; number 21, H, carries 0.09

#iv
Density functional theory data (wB97M-V/def2-TZVPD) for the molecule C7H14.

Calculated values
**Total charge**: 0
**Frontier orbital gap**: 11.36 eV
**Spin multiplicity**: 1
**SMILES**: CC(C)CC1CC1

```
21
C7H14 | the Open Molecules 2025 dataset | wB97M-V/def2-TZVPD
C -1.170 1.078 -0.816
C -1.143 -0.087 0.176
C -2.464 -0.848 0.005
C 0.127 -0.954 0.041
C 1.373 -0.336 0.681
C 2.697 -0.136 -0.009
C 1.907 1.056 0.443
H -1.324 0.703 -1.836
H -1.993 1.762 -0.583
H -0.250 1.659 -0.812
H -1.121 0.326 1.195
H -3.294 -0.201 0.317
H -2.637 -1.098 -1.050
H -2.523 -1.774 0.587
H -0.048 -1.911 0.554
H 0.308 -1.212 -1.013
H 1.488 -0.630 1.723
H 3.612 -0.405 0.511
H 2.738 -0.286 -1.085
H 1.492 1.674 -0.343
H 2.225 1.622 1.314
```

What are the Löwdin partial charges on each atom? They are as follows, in elementary charge units: number 1, C, carries -0.08; number 2, C, carries -0.43; number 3, C, carries -0.09; number 4, C, carries -0.15; number 5, C, carries -0.29; number 6, C, carries -0.13; number 7, C, carries -0.13; number 8, H, carries 0.08; number 9, H, carries 0.08; number 10, H, carries 0.04; number 11, H, carries 0.14; number 12, H, carries 0.08; number 13, H, carries 0.08; number 14, H, carries 0.07; number 15, H, carries 0.11; number 16, H, carries 0.12; number 17, H, carries 0.13; number 18, H, carries 0.09; number 19, H, carries 0.10; number 20, H, carries 0.08; number 21, H, carries 0.10

How do the energies compare? Relative to the most stable structure, in hartree: #i 0.1014; #ii 0.0327; #iii 0.0205; #iv 0.0000.

#i
Density functional theory data (wB97M-V/def2-TZVPD) for the molecule C7H14.

Calculated values
**Total charge**: 0
**Frontier orbital gap**: 10.16 eV
**Spin multiplicity**: 1
**SMILES**: C[C@@H]1[C@H](C)C[C@@H]1C

```
21
C7H14 | the Open Molecules 2025 dataset | wB97M-V/def2-TZVPD
C 2.416 -0.215 0.117
C 1.105 -0.463 -0.607
C 0.017 -1.309 0.020
C -1.109 -0.446 -0.580
C -2.354 -0.329 0.308
C -0.055 0.698 -0.691
C -0.149 1.722 0.441
H 2.230 0.400 1.003
H 2.863 -1.161 0.446
H 3.167 0.301 -0.500
H 1.346 -0.845 -1.628
H 0.008 -2.376 -0.181
H 0.074 -1.113 1.096
H -1.427 -0.808 -1.565
H -2.109 0.002 1.325
H -3.118 0.347 -0.091
H -2.817 -1.322 0.406
H 0.422 0.959 -1.607
H 0.630 2.482 0.358
H -0.031 1.209 1.406
H -1.108 2.265 0.521
```

What are the Löwdin partial charges on each atom? They are as follows, in elementary charge units: number 1, C, carries -0.07; number 2, C, carries -0.33; number 3, C, carries -0.16; number 4, C, carries -0.31; number 5, C, carries -0.08; number 6, C, carries -0.25; number 7, C, carries -0.07; number 8, H, carries 0.07; number 9, H, carries 0.08; number 10, H, carries 0.08; number 11, H, carries 0.14; number 12, H, carries 0.11; number 13, H, carries 0.12; number 14, H, carries 0.13; number 15, H, carries 0.07; number 16, H, carries 0.07; number 17, H, carries 0.08; number 18, H, carries 0.11; number 19, H, carries 0.07; number 20, H, carries 0.07; number 21, H, carries 0.08

#ii
Density functional theory data (wB97M-V/def2-TZVPD) for the molecule C7H14.

Calculated values
**Total charge**: 0
**Frontier orbital gap**: 10.83 eV
**Spin multiplicity**: 1
**SMILES**: CC(C)(C)C1CC1

```
21
C7H14 | the Open Molecules 2025 dataset | wB97M-V/def2-TZVPD
C -1.194 -0.738 1.298
C -0.066 -0.412 0.328
C 0.048 -1.407 -0.835
C 1.340 -0.800 1.044
C -0.023 1.065 0.026
C -0.872 1.730 -1.018
C 0.611 1.655 -1.199
H -1.070 -0.177 2.234
H -2.170 -0.467 0.881
H -1.226 -1.804 1.552
H 0.283 -2.452 -0.579
H -0.931 -1.445 -1.300
H 0.762 -1.158 -1.624
H 1.378 -0.163 1.926
H 1.414 -1.846 1.384
H 2.224 -0.571 0.429
H 0.114 1.651 0.938
H -1.487 1.103 -1.655
H -1.318 2.689 -0.775
H 1.195 2.563 -1.091
H 0.988 0.983 -1.963
```

What are the Löwdin partial charges on each atom? They are as follows, in elementary charge units: number 1, C, carries -0.06; number 2, C, carries -0.55; number 3, C, carries -0.08; number 4, C, carries -0.06; number 5, C, carries -0.28; number 6, C, carries -0.11; number 7, C, carries -0.11; number 8, H, carries 0.08; number 9, H, carries 0.08; number 10, H, carries 0.09; number 11, H, carries 0.09; number 12, H, carries 0.07; number 13, H, carries 0.08; number 14, H, carries 0.06; number 15, H, carries 0.08; number 16, H, carries 0.08; number 17, H, carries 0.14; number 18, H, carries 0.10; number 19, H, carries 0.10; number 20, H, carries 0.10; number 21, H, carries 0.09

#iii
Density functional theory data (wB97M-V/def2-TZVPD) for a cluster of 2 separate species, C7H14 in total.

Calculated values
**Total charge**: 0
**Frontier orbital gap**: 9.70 eV
**Spin multiplicity**: 1
**SMILES**: CCC1(C)C=C1.C

```
21
C7H14 | the Open Molecules 2025 dataset | wB97M-V/def2-TZVPD
C 1.749 -0.725 0.930
C 1.145 -0.502 -0.457
C 0.211 0.693 -0.541
C 0.833 2.030 -0.197
C -0.946 0.709 -1.485
C -1.219 0.662 -0.219
C -1.946 -1.615 0.456
H 2.366 -1.628 0.943
H 2.383 0.113 1.240
H 0.967 -0.841 1.691
H 1.947 -0.349 -1.192
H 0.603 -1.397 -0.782
H 1.637 2.255 -0.899
H 1.237 2.032 0.819
H 0.083 2.827 -0.273
H -1.360 1.289 -2.288
H -1.806 -0.908 -0.377
H -1.884 1.028 0.552
H -1.215 -1.617 1.292
H -1.836 -2.532 -0.104
H -2.949 -1.523 0.890
```

What are the Löwdin partial charges on each atom? They are as follows, in elementary charge units: number 1, C, carries -0.10; number 2, C, carries -0.21; number 3, C, carries -0.48; number 4, C, carries -0.04; number 5, C, carries -0.01; number 6, C, carries -0.11; number 7, C, carries -0.05; number 8, H, carries 0.07; number 9, H, carries 0.07; number 10, H, carries 0.07; number 11, H, carries 0.11; number 12, H, carries 0.11; number 13, H, carries 0.08; number 14, H, carries 0.07; number 15, H, carries 0.09; number 16, H, carries 0.10; number 17, H, carries -0.01; number 18, H, carries 0.13; number 19, H, carries 0.05; number 20, H, carries 0.03; number 21, H, carries 0.04

#iv
Density functional theory data (wB97M-V/def2-TZVPD) for a cluster of 2 separate species, C7H14 in total.

Calculated values
**Total charge**: 0
**Frontier orbital gap**: 4.55 eV
**Spin multiplicity**: 1

```
21
C7H14 | the Open Molecules 2025 dataset | wB97M-V/def2-TZVPD
C -1.846 -1.811 1.130
C -1.490 -0.315 0.992
C -0.069 -0.007 0.876
C 0.572 0.979 0.007
C -0.257 1.835 -0.741
C 1.959 0.813 0.190
C 2.793 -0.450 0.399
H -1.462 -2.276 2.034
H -1.592 -2.391 0.246
H -2.933 -1.821 1.204
H -2.058 0.110 0.165
H -1.837 0.223 1.877
H 0.618 -0.483 1.553
H -1.197 0.951 -4.572
H -1.289 1.538 -0.722
H 0.066 2.868 -0.761
H 2.654 1.568 -0.179
H -1.441 0.991 -5.272
H 3.810 -0.142 0.221
H 2.591 -0.821 1.425
H 2.410 -1.358 -0.072
```

What are the Löwdin partial charges on each atom? They are as follows, in elementary charge units: number 1, C, carries -0.08; number 2, C, carries -0.23; number 3, C, carries 0.05; number 4, C, carries -0.38; number 5, C, carries -0.05; number 6, C, carries -0.08; number 7, C, carries -0.11; number 8, H, carries 0.07; number 9, H, carries 0.08; number 10, H, carries 0.07; number 11, H, carries 0.10; number 12, H, carries 0.14; number 13, H, carries 0.09; number 14, H, carries 0.00; number 15, H, carries -0.01; number 16, H, carries 0.02; number 17, H, carries 0.10; number 18, H, carries 0.00; number 19, H, carries 0.07; number 20, H, carries 0.07; number 21, H, carries 0.07

How do the energies compare? Relative to the most stable structure, in hartree: #i 0.0163; #ii 0.0000; #iii 0.1077; #iv 0.2006.